[1]
{"formula": "C20H19N3O2PdSi", "method": "ωB97M-V with the def2-TZVPD basis set", "e_tot_ev": -40971.78998, "de_lowest_kj_mol": 44.87, "orbital_gap_ha": [0.243, 0.233], "homo_energy_ev": [-7.36, -6.86], "max_force_ha_per_bohr": 0.0169, "species": ["Pd", "Si", "O", "O", "N", "N", "N", "C", "C", "C", "C", "C", "C", "C", "C", "C", "C", "C", "C", "C", "C", "C", "C", "C", "C", "C", "C", "H", "H", "H", "H", "H", "H", "H", "H", "H", "H", "H", "H", "H", "H", "H", "H", "H", "H", "H"], "xyz": [[0.1474, 0.4320, -1.3513], [0.9297, -1.0728, 0.2269], [-1.0855, 3.4920, 1.2187], [1.6630, 4.0502, 0.2069], [-1.9959, 0.7298, -0.8739], [2.0820, 1.2519, -1.9891], [0.1253, 2.4308, -0.4677], [-3.0258, -0.0908, -1.0803], [-0.9952, -1.7708, 2.2332], [-1.3903, -2.6997, 0.0593], [-4.2835, 0.9139, 0.6692], [-2.0958, 1.6739, 0.0842], [2.1428, -2.3314, -0.4227], [3.7014, 2.7967, -1.1718], [1.7391, -0.0694, 1.5685], [4.6926, 2.1580, -1.8958], [-2.1549, -2.3783, 2.7023], [-0.9380, 2.6681, 0.3374], [2.4021, 2.3195, -1.2309], [-2.5410, -3.3187, 0.5247], [4.3553, 1.0679, -2.6830], [-4.1858, -0.0393, -0.3313], [1.3231, 3.0520, -0.3970], [-2.9282, -3.1534, 1.8495], [3.0377, 0.6520, -2.7025], [-0.5909, -1.9215, 0.9047], [-3.2305, 1.7901, 0.8684], [2.6053, 0.4730, 1.1823], [5.7160, 2.5085, -1.8525], [2.4518, -2.9952, 0.3908], [1.0449, 0.6647, 1.9844], [-3.2486, 2.5663, 1.6195], [1.7007, -2.9371, -1.2157], [3.0314, -1.8353, -0.8207], [-3.8308, -3.6273, 2.2150], [-0.4018, -1.1712, 2.9148], [-2.9089, -0.8122, -1.8780], [2.0803, -0.7284, 2.3733], [2.7235, -0.1858, -3.3104], [-4.9869, -0.7380, -0.5285], [3.8933, 3.6594, -0.5503], [-3.1376, -3.9278, -0.1440], [-2.4520, -2.2476, 3.7357], [-1.1024, -2.8223, -0.9809], [-5.1732, 0.9771, 1.2830], [5.0946, 0.5464, -3.2747]], "forces_ev_per_angstrom": [[0.168, -0.111, -0.491], [-0.297, 0.128, -0.520], [-0.020, -0.026, -0.016], [0.032, -0.039, -0.030], [0.316, -0.241, 0.639], [0.001, -0.387, 0.781], [-0.152, 0.509, 0.003], [0.004, 0.012, -0.051], [-0.077, -0.010, -0.036], [0.026, -0.107, 0.104], [-0.006, -0.005, 0.009], [0.039, 0.079, -0.146], [0.067, -0.055, -0.134], [0.004, 0.040, -0.066], [0.000, 0.178, 0.055], [0.017, 0.008, 0.009], [0.016, 0.002, -0.021], [0.110, -0.013, 0.010], [-0.096, 0.071, -0.105], [0.049, 0.011, -0.008], [0.012, 0.061, -0.068], [-0.068, 0.056, -0.026], [-0.075, -0.046, 0.087], [0.030, 0.025, -0.006], [-0.025, -0.003, -0.064], [-0.170, -0.034, -0.017], [-0.038, 0.032, -0.033], [-0.005, -0.015, 0.024], [-0.010, -0.010, 0.007], [0.011, 0.012, -0.034], [0.063, 0.005, 0.020], [0.005, 0.001, 0.002], [0.044, -0.013, 0.024], [0.000, -0.049, -0.001], [0.014, -0.001, -0.001], [-0.026, 0.000, -0.016], [0.050, -0.062, 0.059], [0.008, 0.037, -0.007], [-0.003, -0.055, 0.063], [0.010, 0.005, -0.005], [-0.009, 0.004, 0.001], [-0.004, 0.013, 0.010], [-0.001, -0.001, -0.014], [-0.014, 0.004, 0.009], [0.014, -0.006, -0.003], [-0.012, -0.004, 0.002]]}

***

[2]
{"formula": "C2H7N2", "method": "ωB97M-V with the def2-TZVPD basis set", "e_tot_ev": -5155.14047, "total_charge": 1, "de_lowest_kj_mol": 610.31, "orbital_gap_ha": 0.216, "homo_energy_ev": -14.87, "max_force_ha_per_bohr": 0.0980, "species": ["N", "N", "C", "C", "H", "H", "H", "H", "H", "H", "H"], "xyz": [[2.2921, -0.8756, -0.2510], [-2.0555, -0.4327, 0.1509], [0.0166, 0.7829, -0.1035], [-1.2896, 0.6903, -0.0006], [-2.9123, -0.3756, 0.6787], [0.5131, 1.7413, -0.2922], [2.8324, -0.2043, -0.7922], [2.8230, -1.1512, 0.5691], [1.3983, -0.3931, -0.0282], [-1.9278, 1.5893, -0.0635], [-1.6902, -1.3712, 0.1326]], "forces_ev_per_angstrom": [[0.051, 0.043, -0.927], [-0.108, 0.648, 0.128], [-0.949, 4.460, 0.214], [-1.123, -4.891, 0.462], [-0.165, 0.323, -0.315], [1.558, -1.172, -0.414], [0.159, -0.104, 0.047], [-0.301, 0.405, 0.369], [-0.592, -0.330, 0.355], [1.031, 0.464, 0.185], [0.440, 0.153, -0.104]]}

***

[3]
{"formula": "C30H41N4O2", "method": "ωB97M-V with the def2-TZVPD basis set", "e_tot_ev": -41824.97962, "total_charge": 1, "de_lowest_kj_mol": 0.00, "orbital_gap_ha": 0.294, "smiles": "Cc1ccc([C@@H](/C=C/N2[C@H](Cc3ccccc3)C(=O)N(C)C2(C)C)[N@H+]2CCC[C@H]2C(=O)N(C)C)cc1", "homo_energy_ev": -10.64, "max_force_ha_per_bohr": 0.0555, "species": ["O", "O", "N", "N", "N", "N", "C", "C", "C", "C", "C", "C", "C", "C", "C", "C", "C", "C", "C", "C", "C", "C", "C", "C", "C", "C", "C", "C", "C", "C", "C", "C", "C", "C", "C", "C", "H", "H", "H", "H", "H", "H", "H", "H", "H", "H", "H", "H", "H", "H", "H", "H", "H", "H", "H", "H", "H", "H", "H", "H", "H", "H", "H", "H", "H", "H", "H", "H", "H", "H", "H", "H", "H", "H", "H", "H", "H"], "xyz": [[-2.4497, 0.4301, -1.1504], [0.1033, -2.2664, 4.7638], [0.1823, 1.3582, -2.3247], [0.5353, -1.2242, 1.4225], [-2.6624, 2.2864, 0.1374], [1.6024, -2.3870, 3.0184], [3.0253, -1.1081, 1.4653], [1.2614, -1.3495, -5.6470], [-2.1608, 0.9320, 6.4327], [0.8319, -0.5553, -0.8774], [2.6624, -1.3241, -5.5625], [-0.7825, 2.2015, -1.4352], [-2.0286, 1.5513, -0.8323], [-0.8204, 0.1425, 2.9824], [-1.4015, 0.9846, 5.2642], [-3.2694, 0.0784, 6.5082], [0.4182, -2.0188, 3.6034], [0.4747, -1.0808, -4.5268], [-3.8341, 1.7137, 0.7801], [-0.7959, 3.0565, -3.7755], [-1.2245, 3.3497, -2.3429], [1.0870, -0.6127, -3.3564], [-1.7184, 0.1445, 4.1941], [0.0933, -0.7117, 0.2405], [0.2570, -0.0870, -2.1819], [-2.8498, -0.6757, 4.2409], [1.8815, -3.2170, 0.7099], [1.7742, -1.9880, 1.6315], [3.2530, -1.0205, -4.3343], [0.1676, 1.8838, -3.7416], [-2.3997, 3.6898, 0.4478], [-0.3861, -1.2586, 2.5514], [-3.6182, -0.7151, 5.4090], [3.5221, -1.6180, -6.7534], [2.6022, -3.1263, 3.7504], [2.4808, -0.5597, -3.2713], [-0.8151, 4.2977, -1.9804], [4.3318, -1.0822, -4.2176], [0.7923, -1.5572, -6.6123], [0.0789, 0.7546, 3.1807], [1.0905, 1.6905, -2.0000], [-3.2295, 4.3207, 0.0834], [-4.5325, 2.5194, 1.0310], [-3.0982, -1.3001, 3.3784], [1.1915, 2.1645, -4.0303], [1.8847, -0.8335, -0.8794], [-3.5685, 1.1987, 1.7171], [-1.3317, 0.6184, 2.1298], [3.7291, -0.7211, -7.3500], [4.4878, -2.0218, -6.4353], [2.8696, -3.6737, 0.8502], [-0.6161, -1.1079, -4.5895], [-4.3169, 0.9948, 0.1132], [-0.7864, -0.3913, -2.2111], [-2.3183, 3.4471, -2.3212], [-0.9461, -0.3781, 0.2558], [3.0341, -2.3398, -7.4113], [2.2719, -3.2204, 4.7877], [-1.2686, -1.8681, 2.2799], [3.0644, -0.6228, 0.4865], [3.9172, -1.7377, 1.5675], [-1.4631, 4.0425, 0.0024], [3.5665, -2.6033, 3.7245], [-0.1824, 1.1134, -4.4289], [-0.1700, 2.5165, -0.5718], [-3.8603, 0.0334, 7.4248], [-0.5310, 1.6389, 5.1740], [1.7601, -2.9377, -0.3429], [-4.4827, -1.3782, 5.4567], [1.1075, -3.9483, 0.9777], [-0.3515, 3.9171, -4.2888], [3.0326, -0.3338, 2.2441], [-2.3297, 3.8348, 1.5352], [-1.6614, 2.7678, -4.3930], [2.9728, -0.1397, -2.3816], [2.7425, -4.1285, 3.3237], [-1.8799, 1.5560, 7.2805]], "forces_ev_per_angstrom": [[0.665, 1.208, -0.022], [0.183, 0.407, -1.505], [0.571, 2.746, 0.521], [-0.455, 0.209, -0.353], [0.767, -0.023, -0.761], [-0.468, 0.207, 0.321], [0.027, 0.034, 0.357], [0.039, 0.025, 0.104], [-0.197, -0.052, -0.159], [0.252, 0.410, 0.021], [-0.236, -0.093, 0.297], [0.217, -0.075, 0.071], [-1.036, -1.249, 0.498], [0.153, 0.275, -0.004], [-0.205, -0.455, 0.058], [0.190, 0.048, -0.178], [0.246, -0.335, 0.997], [0.429, 0.357, -0.062], [-0.385, -0.252, 0.258], [-0.255, 0.041, -0.706], [-0.316, 0.878, -0.066], [-0.115, -0.289, 0.329], [-0.092, 0.225, -0.091], [0.525, -0.045, 0.267], [-0.348, -2.668, -0.078], [0.119, 0.210, 0.491], [-0.175, -0.037, 0.210], [0.161, 0.120, -0.327], [-0.120, 0.463, -0.010], [-0.453, 0.295, -0.735], [0.073, 0.183, 0.179], [-0.071, -0.444, -0.062], [0.134, 0.120, -0.148], [0.132, -0.192, -0.220], [0.370, -0.210, -0.064], [-0.136, -0.119, -0.108], [-0.011, -0.139, -0.167], [-0.108, 0.144, -0.142], [0.107, -0.120, 0.364], [-0.283, -0.293, -0.058], [0.017, -0.099, 0.270], [0.332, -0.205, 0.047], [0.125, -0.164, -0.126], [-0.028, 0.131, 0.362], [-0.357, -0.288, 0.231], [-0.605, 0.044, -0.081], [-0.001, 0.136, -0.253], [0.088, -0.107, 0.128], [-0.111, -0.072, 0.179], [-0.141, 0.008, -0.109], [-0.282, 0.017, -0.126], [0.310, -0.123, 0.008], [0.096, 0.189, 0.134], [0.057, -0.329, -0.455], [0.332, 0.060, 0.163], [0.264, -0.378, -0.008], [0.123, 0.028, 0.018], [-0.002, 0.045, -0.237], [0.217, 0.199, 0.265], [0.044, -0.145, 0.304], [-0.119, 0.249, 0.010], [-0.373, -0.088, 0.239], [-0.190, -0.091, 0.068], [0.246, 0.115, 0.373], [-0.168, -0.031, -0.545], [0.186, -0.001, -0.291], [-0.246, -0.199, 0.187], [0.094, -0.112, 0.258], [0.213, 0.212, 0.051], [0.171, 0.164, -0.126], [-0.075, -0.113, 0.331], [0.051, -0.146, -0.209], [-0.009, -0.155, -0.269], [0.219, 0.153, 0.345], [-0.174, -0.424, -0.421], [-0.047, 0.167, 0.130], [-0.153, -0.162, -0.166]]}

***

[4]
{"formula": "C4H7NO", "method": "ωB97M-V with the def2-TZVPD basis set", "e_tot_ev": -7795.06021, "de_lowest_kj_mol": 442.31, "orbital_gap_ha": 0.324, "homo_energy_ev": -7.94, "max_force_ha_per_bohr": 0.0053, "species": ["O", "N", "C", "C", "C", "C", "H", "H", "H", "H", "H", "H", "H"], "xyz": [[-0.6308, 1.1268, 0.0425], [-1.6233, -0.7641, -0.4493], [1.7288, 0.5617, 0.1245], [-0.3681, -1.0899, 0.2993], [-1.7870, 0.5293, -0.1102], [0.3333, 0.1339, -0.1979], [1.9396, 1.5438, -0.3097], [0.0388, -2.0367, -0.0560], [1.9232, 0.6124, 1.2066], [-0.7766, -0.4834, -1.3310], [-0.5574, -1.1280, 1.3890], [2.4351, -0.1533, -0.3094], [-2.6556, 1.1475, -0.2986]], "forces_ev_per_angstrom": [[-0.072, -0.039, -0.007], [-0.209, 0.147, 0.098], [0.034, 0.001, -0.037], [0.199, -0.071, -0.032], [-0.035, -0.057, -0.151], [0.196, -0.093, 0.146], [-0.022, -0.155, 0.068], [-0.047, 0.164, 0.049], [-0.068, -0.013, -0.123], [-0.013, 0.030, -0.035], [0.039, 0.061, -0.107], [-0.105, 0.111, 0.073], [0.103, -0.086, 0.057]]}

***

[5]
{"formula": "C5H11NO", "method": "ωB97M-V with the def2-TZVPD basis set", "e_tot_ev": -8900.38440, "de_lowest_kj_mol": 126.68, "orbital_gap_ha": 0.381, "smiles": "C[C@H](N)CCC=O", "homo_energy_ev": -9.47, "max_force_ha_per_bohr": 0.0303, "species": ["O", "N", "C", "C", "C", "C", "C", "H", "H", "H", "H", "H", "H", "H", "H", "H", "H", "H"], "xyz": [[-2.4200, -1.2312, -0.4125], [1.3623, -0.8205, 1.1962], [2.6441, 0.4820, -0.3699], [-2.3803, -0.0344, -0.3918], [0.1550, 0.3073, -0.5982], [-1.1577, 0.7563, 0.0069], [1.3124, 0.3887, 0.3891], [-1.3482, 1.8285, -0.0927], [2.7862, -0.4359, -0.9180], [0.1059, -0.7273, -0.9407], [0.4526, -0.9715, 1.6254], [2.6956, 1.3745, -0.9943], [-3.2832, 0.5695, -0.6233], [3.4836, 0.5965, 0.3231], [1.3011, 1.3149, 0.9763], [0.5291, 0.7917, -1.5029], [-1.1356, 0.6608, 1.1029], [1.9696, -0.7555, 2.0055]], "forces_ev_per_angstrom": [[0.024, -0.300, -0.112], [-0.717, -0.265, 0.712], [0.051, 0.262, 0.591], [-0.051, 0.500, -0.030], [0.957, -0.515, -0.031], [-0.398, 0.528, 0.240], [1.497, 0.226, -0.378], [0.030, -0.044, -0.430], [0.165, -0.173, -0.472], [-0.235, -0.246, 0.359], [-0.113, -0.203, -0.221], [-0.199, -0.153, -0.281], [-0.022, -0.121, 0.002], [-0.097, -0.227, 0.105], [-0.626, 0.057, 0.170], [-0.813, 0.715, 0.039], [0.195, -0.315, -0.036], [0.354, 0.275, -0.226]]}

***

[6]
{"formula": "C3H9NO2", "method": "ωB97M-V with the def2-TZVPD basis set", "e_tot_ev": -8841.72835, "de_lowest_kj_mol": 118.37, "orbital_gap_ha": 0.389, "smiles": "CC(N)=O.CO", "homo_energy_ev": -10.10, "max_force_ha_per_bohr": 0.0429, "species": ["O", "O", "N", "C", "C", "C", "H", "H", "H", "H", "H", "H", "H", "H", "H"], "xyz": [[1.4139, 1.3876, 2.7208], [-0.7765, -0.6843, -2.7884], [0.0356, 0.6684, -1.1944], [0.3125, 0.4557, 2.5755], [-0.4797, -0.5462, -1.6223], [-0.7242, -1.5440, -0.5324], [0.6624, 0.8070, -0.4181], [-0.4854, 0.9913, 2.0742], [0.1696, 0.0824, 3.5842], [1.6877, 1.7529, 1.8767], [0.6825, -0.3681, 1.9745], [-1.7947, -1.5804, -0.3397], [-0.3375, -2.5265, -0.7354], [0.2830, 1.2897, -1.9435], [-0.3124, -1.2859, 0.4216]], "forces_ev_per_angstrom": [[-0.079, -0.101, 0.433], [-0.121, -0.406, 0.247], [0.302, 0.323, -0.172], [2.002, 0.879, -0.297], [0.505, 0.835, 0.080], [-0.440, -0.137, 0.354], [-0.316, -0.655, 0.288], [-0.681, -0.400, 0.336], [-0.710, 0.151, -0.079], [-0.179, -0.105, -0.101], [-0.297, -0.348, -0.189], [-0.156, -0.265, -0.312], [-0.107, -0.401, -0.584], [-0.185, 0.070, -0.379], [0.461, 0.560, 0.377]]}

***

[7]
{"formula": "C7H18AlO3", "method": "ωB97M-V with the def2-TZVPD basis set", "e_tot_ev": -20288.52265, "total_charge": -1, "de_lowest_kj_mol": 497.56, "orbital_gap_ha": 0.275, "homo_energy_ev": -4.72, "max_force_ha_per_bohr": 0.1696, "species": ["Al", "O", "O", "O", "C", "C", "C", "C", "C", "C", "C", "H", "H", "H", "H", "H", "H", "H", "H", "H", "H", "H", "H", "H", "H", "H", "H", "H", "H"], "xyz": [[-3.3277, -2.3955, 2.2473], [1.8829, -1.2650, 0.5337], [0.9711, 1.8459, -0.4923], [1.7658, -1.4453, 3.0062], [-1.1288, -1.0853, 0.6626], [0.7373, 1.5838, -2.8704], [-2.7550, -0.9626, 0.8379], [1.4616, 2.3094, -1.7477], [2.9630, 2.0802, -1.8175], [1.2237, -1.0247, 1.8605], [-0.2476, -0.2376, 1.7555], [0.0261, 0.8363, 1.3119], [3.2022, 1.0158, -1.7150], [1.1547, 0.8937, -0.4315], [-4.7151, -3.1056, 1.8367], [-0.8002, -0.6998, -0.4069], [0.8976, 0.5017, -2.8052], [-3.4616, -1.7596, 3.6924], [1.2499, 3.3825, -1.8063], [3.4700, 2.5982, -0.9964], [1.0812, 1.9295, -3.8502], [1.5301, -2.1179, 0.1257], [-0.3433, 1.7477, -2.8002], [3.3736, 2.4408, -2.7658], [-0.7588, -0.0817, 2.7963], [-3.2681, -1.3194, -0.1699], [-2.2223, -3.5370, 2.1750], [-0.8434, -2.2418, 0.7111], [-3.1188, 0.1131, 1.1223]], "forces_ev_per_angstrom": [[-0.171, 0.394, -0.610], [-1.565, -0.728, 2.005], [0.014, 0.189, -0.022], [-3.010, 2.670, -7.735], [-0.140, 0.135, -0.816], [-0.300, 0.092, -0.202], [0.461, -0.062, -0.601], [0.125, -0.678, 0.043], [0.297, 0.194, 0.059], [1.022, -1.781, 5.030], [1.400, 0.005, -0.873], [-0.776, -2.316, 1.008], [-0.125, 0.062, -0.087], [-0.008, 0.160, -0.021], [-0.338, 0.021, -0.130], [-0.459, -0.712, 2.011], [0.119, 0.110, 0.018], [0.031, 0.261, 0.525], [-0.063, -0.135, 0.187], [-0.104, -0.013, -0.132], [-0.028, -0.061, 0.047], [0.368, 1.613, 1.083], [0.168, 0.036, 0.001], [0.003, -0.047, 0.063], [1.203, -0.742, -1.950], [1.106, 0.989, 1.820], [0.495, -0.315, 0.007], [-0.591, 2.431, 0.066], [0.864, -1.772, -0.794]]}

***

[8]
{"formula": "C5H10NdO3", "method": "ωB97M-V with the def2-TZVPD basis set", "e_tot_ev": -26755.86525, "total_charge": 1, "de_lowest_kj_mol": 122.23, "orbital_gap_ha": [0.283, 0.286], "spin_multiplicity": 4, "homo_energy_ev": [-12.30, -12.30], "max_force_ha_per_bohr": 0.0695, "species": ["Nd", "O", "O", "O", "C", "C", "C", "C", "C", "H", "H", "H", "H", "H", "H", "H", "H", "H", "H"], "xyz": [[0.4196, -1.4230, 0.1392], [1.1812, 1.0350, 0.2538], [-1.8191, -0.6381, -0.3479], [2.4172, -1.4442, -0.4565], [-3.0154, -0.9865, -1.0212], [-0.5947, 0.6106, 1.2073], [3.0970, -0.2293, -0.5267], [-1.8922, 0.4819, 0.5517], [2.5562, 0.8331, 0.4450], [-3.7371, -1.4031, -0.3032], [3.1010, 1.7772, 0.2552], [-2.7713, -1.7543, -1.7613], [-2.2096, 1.3912, 0.0046], [2.7852, 0.5466, 1.4919], [-3.4409, -0.1077, -1.5269], [3.0155, 0.1910, -1.5546], [-0.6217, 1.2013, 2.1329], [-2.6516, 0.2740, 1.3344], [4.1807, -0.3558, -0.3180]], "forces_ev_per_angstrom": [[1.373, 1.585, 0.434], [-2.968, -1.225, -1.362], [0.300, -0.198, -0.248], [-1.450, -0.173, 0.527], [-0.734, -0.089, -0.280], [1.238, -2.341, 2.400], [1.114, 1.366, -0.497], [0.129, 1.886, -1.178], [0.704, -0.249, 0.790], [0.104, 0.192, -0.205], [-0.264, -0.249, 0.108], [-0.063, 0.199, 0.105], [-0.229, -0.418, -0.124], [-0.021, -0.023, -0.217], [0.105, -0.279, 0.133], [0.055, -0.281, 0.463], [0.557, 0.195, -0.762], [0.547, 0.168, -0.003], [-0.497, -0.066, -0.085]]}